No. 1
A cluster of 2 separate species, C2H2ClNO2 in total. Source: OMol25; level of theory: ωB97M-V/def2-TZVPD.

Summary:
**Relative energy (zero: lowest compared OMol25 entry of this formula, charge and spin)**: 3.875 eV

Last column: natural (NBO) charge in e.
Positions of all 8 atoms, in Å:
C (-0.956850, -0.510327, 0.152067)  0.333
C (0.453355, -0.418689, -0.171264)  -0.368
N (0.922664, 1.512621, -0.181556)  0.314
O (-1.372107, 0.121093, 1.128541)  -0.510
O (0.373698, 1.919330, 0.727863)  -0.122
Cl (0.986604, -1.040332, -1.662987)  0.002
H (-1.504570, -0.812819, -0.644453)  0.124
H (1.097207, -0.770877, 0.651790)  0.227

Cartesian forces (eV/Å) of the 6 atoms listed first:
C 1.8 3.7 2.5
C 1.6 0.4 1.2
N -1.3 -2.2 1.0
O 0.0 -1.6 -0.7
O 0.5 1.1 -0.4
Cl 0.1 -0.5 -1.0


No. 2
The molecule C5H12NOPS. Source: OMol25; level of theory: ωB97M-V/def2-TZVPD.

Summary:
**Relative energy (zero: lowest compared OMol25 entry of this formula, charge and spin)**: 2.219 eV

Last column: natural (NBO) charge in e.
Positions of all 21 atoms, in Å:
C (-0.411599, -2.204187, -1.024393)  -0.426
N (-0.187074, -1.135556, -0.007051)  -0.773
C (-1.147932, -1.121968, 0.971285)  -0.139
S (-3.315521, -0.707479, 0.666981)  -0.352
P (1.586737, -0.653385, -0.044217)  1.297
C (1.325602, 0.841616, -1.227863)  -0.715
C (0.759324, 1.846739, -0.327991)  -0.460
C (1.252774, 1.694264, 1.126338)  -0.074
O (1.761976, 0.342147, 1.200472)  -0.809
H (0.195364, -2.089742, -1.850143)  0.201
H (-0.200306, -3.192126, -0.557129)  0.188
H (-1.482711, -2.163107, -1.357822)  0.226
H (-1.336382, -2.166269, 1.492939)  0.188
H (-1.130190, -0.315782, 1.752440)  0.224
H (-3.636708, 0.603004, 0.862795)  0.128
H (0.548786, 0.701943, -2.038603)  0.242
H (2.256067, 0.943708, -1.669842)  0.213
H (-0.333085, 1.570624, -0.395709)  0.221
H (0.754934, 2.967150, -0.705731)  0.232
H (2.195733, 2.250898, 1.179882)  0.185
H (0.544213, 1.987507, 1.953361)  0.206

Cartesian forces (eV/Å) of the 6 atoms listed first:
C -2.0 -0.4 2.6
N 0.1 -0.3 -1.1
C -1.2 -0.4 2.7
S 1.0 -0.5 -0.4
P -2.3 0.9 -0.9
C -1.5 -2.4 -0.6


No. 3
A structure of composition C4H4BeO. Source: OMol25; level of theory: ωB97M-V/def2-TZVPD.

Last column: natural (NBO) charge in e.
Positions of all 10 atoms, in Å:
C (-0.576888, 0.604528, 0.220858)  -0.621
C (-1.664543, -0.068334, 0.697515)  0.180
O (-1.602417, -1.358000, 1.039624)  -0.876
Be (0.139365, -1.045859, 1.007258)  1.595
H (-0.768080, 1.534583, -0.329727)  0.243
H (-2.676868, 0.370239, 0.685487)  0.174
C (1.824603, -0.064430, -1.061200)  -0.498
C (0.855034, -0.398733, -0.251887)  -0.684
H (1.936104, 0.705115, -1.831602)  0.214
H (2.533691, -0.279108, -0.176328)  0.273

Cartesian forces (eV/Å) of the 6 atoms listed first:
C 0.6 -1.3 -2.3
C -0.6 -0.8 -0.9
O 2.6 0.9 0.6
Be -3.0 -0.6 0.1
H 0.6 -0.2 0.6
H 0.4 0.1 0.5


| no. | HOMO-LUMO gap (eV) |
| --- | --- |
| 1 | 8.183 |
| 2 | 8.668 |
| 3 | 7.570 |